Molecular formula: C23H27ClN2O2
Method: DFT, wB97M-V/def2-TZVPD

ORCA input file:
```
! RIJCOSX wB97M-V def2-TZVPD def2/J DEFGRID3
* xyz 0 1
Cl 0.42 -6.47 -0.30
O -1.71 -3.07 3.16
O -0.61 1.72 -0.42
N -2.25 -1.22 2.01
N 0.67 2.60 1.23
C -0.57 0.59 1.71
C -0.67 -4.03 -0.69
C 1.66 2.41 -2.75
C 2.43 3.54 -4.73
C 2.86 2.71 -2.10
C 3.83 3.42 -2.79
C -0.19 1.69 0.72
C 3.09 2.30 -0.67
C -1.97 -5.59 0.60
C -1.36 -2.03 2.63
C -2.81 -3.37 0.19
C 0.09 -1.59 2.68
C -0.82 -5.28 -0.11
C 0.45 -0.54 1.63
C 2.77 3.46 0.29
C -3.61 -1.69 1.84
C -1.94 0.03 1.35
C 1.27 3.66 0.45
C -3.84 -2.30 0.45
C 1.45 2.82 -4.05
C -2.95 -4.63 0.75
C -1.66 -3.08 -0.53
C 3.62 3.84 -4.09
H 1.46 -0.17 1.80
H -2.08 -6.56 1.05
H 0.89 1.86 -2.23
H 2.47 1.44 -0.42
H -4.84 -2.73 0.42
H -2.72 0.76 1.61
H 0.52 2.59 -4.54
H 4.14 2.02 -0.54
H -4.30 -0.86 2.01
H 0.41 -0.99 0.63
H 4.76 3.66 -2.29
H 1.00 2.48 2.17
H 4.39 4.39 -4.61
H -3.77 -2.46 2.60
H -3.78 -1.53 -0.31
H 1.08 4.62 0.96
H 2.26 3.86 -5.74
H 0.27 -1.19 3.68
H -1.54 -2.11 -0.99
H 0.70 -2.48 2.57
H -1.97 -0.10 0.26
H -0.59 1.00 2.73
H -3.84 -4.87 1.32
H 0.77 3.67 -0.52
H 3.21 4.38 -0.10
H 3.21 3.26 1.27
H 0.23 -3.80 -1.25
*
```

- Kohn-Sham gap (eV) = 9.25
- SMILES = O=C(NCCCc1ccccc1)[C@@H]1CCC(=O)N(CCc2ccc(Cl)cc2)C1
- largest force on an atom (Eh/bohr) = 0.0146
- electronic energy (Eh) = -1612.8873
- ΔE to the lowest compared entry with this formula, charge and spin (eV) = 0.440

---

Molecular formula: C3H18NO6S2
Method: DFT, wB97M-V/def2-TZVPD

ORCA input file:
```
! RIJCOSX wB97M-V def2-TZVPD def2/J DEFGRID3
* xyz 1 1
S -2.42 -1.15 1.86
S -0.69 -1.31 2.80
O 2.70 1.80 -0.16
O 1.49 -1.02 -2.98
O 0.15 -2.67 -0.53
O -1.45 1.84 -0.09
O 0.20 4.27 -2.59
O -0.20 1.70 -2.94
N 0.66 -0.13 -0.61
C 0.78 -2.36 0.45
C 1.04 -0.86 0.63
C 0.45 -0.24 1.89
H -0.54 2.48 -3.39
H 1.13 -0.76 -3.84
H 3.63 1.90 -0.41
H -0.17 5.00 -2.09
H -1.30 2.76 0.14
H -0.44 2.02 -2.06
H 0.83 -0.75 -1.44
H 1.16 -3.04 1.21
H 1.20 0.72 -0.75
H -2.62 -2.07 0.88
H -0.36 -0.07 -0.67
H 2.41 2.43 0.49
H -0.05 0.71 1.69
H 2.13 -0.70 0.66
H -2.35 1.67 -0.38
H 1.21 0.06 2.60
H 0.67 4.66 -3.33
H 1.48 -1.99 -3.05
*
```

- Kohn-Sham gap (eV) = 9.67
- largest force on an atom (Eh/bohr) = 0.0508
- electronic energy (Eh) = -1427.4349
- ΔE to the lowest compared entry with this formula, charge and spin (eV) = 0.000

---

Molecular formula: C38H51IrN2O3SSbSi3
Method: DFT, wB97M-V/def2-TZVPD

ORCA input file:
```
! RIJCOSX wB97M-V def2-TZVPD def2/J DEFGRID3
* xyz 1 1
Ir -0.03 0.49 0.61
Sb 0.52 -0.95 -1.56
S 2.94 -0.34 1.43
Si 2.15 0.29 -3.11
Si -1.46 -1.47 -3.17
Si 1.49 -3.30 -1.06
O 1.96 0.83 1.22
O 0.32 -1.38 1.64
O 0.05 -2.42 3.60
N -2.04 0.60 0.11
N -0.62 0.94 2.68
C 4.13 -0.18 3.87
C -1.08 2.11 3.23
C -3.77 2.05 -0.73
C 2.83 -0.82 -4.46
C -5.35 -0.98 0.66
C -2.41 1.74 -0.50
C -3.01 -0.32 0.46
C -1.00 -0.16 4.79
C 1.21 1.73 -3.84
C -1.54 2.16 4.57
C -4.74 1.18 -0.35
C 3.26 -3.24 -0.44
C 0.38 -4.24 0.11
C -2.65 -1.56 1.02
C 1.02 3.10 -0.55
C -2.02 3.37 5.10
C 2.89 -0.78 3.20
C 4.54 0.48 1.59
C -1.09 3.30 2.48
C -1.32 2.64 -0.86
C -3.61 -2.45 1.42
C 3.57 0.80 -2.01
C -4.98 -2.16 1.25
C 1.49 -4.11 -2.75
C -0.80 -2.12 -4.80
C -2.57 -2.75 -2.39
C -0.06 2.23 -0.36
C -1.48 3.83 -1.57
C -1.49 0.98 5.35
C -0.04 -1.44 2.88
C -4.38 -0.04 0.26
C 0.85 4.29 -1.25
C -0.39 4.65 -1.78
C -1.56 4.47 3.02
C -2.35 0.14 -3.53
C -2.04 4.51 4.34
C 5.21 -0.15 2.80
C -0.58 -0.14 3.45
H 2.86 -1.87 3.24
H 0.71 1.43 -4.76
H 3.31 -3.32 0.64
H 4.04 -0.10 -1.60
H 0.45 2.12 -3.15
H -0.60 -4.44 -0.34
H -4.02 2.99 -1.20
H -2.44 4.12 -1.96
H -2.54 0.72 -2.63
H -0.70 3.29 1.47
H 6.09 0.43 3.10
H 0.48 -4.31 -3.10
H -0.51 -3.17 -4.75
H 3.80 -4.09 -0.87
H -2.02 -3.69 -2.25
H -1.55 5.37 2.43
H 4.34 1.34 -2.58
H 3.78 -2.33 -0.74
H -1.60 -1.82 1.09
H 4.31 1.54 1.75
H -3.31 -0.08 -4.00
H -0.50 5.57 -2.33
H -5.73 -2.88 1.56
H -1.61 -2.04 -5.54
H -6.39 -0.75 0.50
H 1.98 2.86 -0.13
H -2.41 5.44 4.75
H -2.96 -2.44 -1.43
H -3.41 -2.96 -3.05
H -1.83 1.00 6.37
H 1.99 -3.50 -3.50
H -0.93 -1.10 5.33
H 3.92 0.83 4.21
H 0.23 -3.70 1.05
H 2.07 -1.40 -4.97
H -2.38 3.39 6.12
H -1.77 0.76 -4.21
H 1.70 4.95 -1.39
H 0.04 -1.55 -5.18
H 3.24 1.43 -1.19
H 5.09 0.38 0.65
H 4.42 -0.77 4.74
H 1.95 -0.39 3.59
H 3.56 -1.53 -4.05
H 1.89 2.54 -4.08
H -5.79 1.41 -0.51
H 0.84 -5.20 0.34
H 3.35 -0.22 -5.21
H 2.01 -5.07 -2.70
H 5.55 -1.16 2.56
H -3.31 -3.40 1.84
*
```

- Kohn-Sham gap (eV) = 7.42
- largest force on an atom (Eh/bohr) = 0.0102
- electronic energy (Eh) = -3425.1339

---

Molecular formula: C3H5N3O
Method: DFT, wB97M-V/def2-TZVPD

ORCA input file:
```
! RIJCOSX wB97M-V def2-TZVPD def2/J DEFGRID3
* xyz 0 1
O 2.24 0.68 0.00
N 2.62 -0.54 0.02
N 0.03 -0.66 0.04
N 0.21 0.60 0.07
C -1.34 -0.85 -0.04
C -1.94 0.39 -0.06
C -0.90 1.31 -0.01
H -1.71 -1.87 -0.14
H -3.01 0.68 0.06
H -1.22 2.39 0.05
H 2.45 -1.13 0.83
H 2.55 -1.00 -0.82
*
```

- Kohn-Sham gap (alpha / beta) (eV) = 7.83 / 7.65
- largest force on an atom (Eh/bohr) = 0.0674
- electronic energy (Eh) = -356.6248
- ΔE to the lowest compared entry with this formula, charge and spin (eV) = 6.330

---

Molecular formula: C3H7NO5
Method: DFT, wB97M-V/def2-TZVPD

ORCA input file:
```
! RIJCOSX wB97M-V def2-TZVPD def2/J DEFGRID3
* xyz 0 1
O 1.12 -0.38 -0.22
O -0.84 0.95 -1.42
O -1.08 0.50 -0.16
O 0.21 -1.51 2.46
O -2.20 4.16 -1.38
N -2.06 3.01 -1.49
C -0.17 -0.54 0.23
C -0.17 -0.34 1.79
C 1.47 -0.78 -1.56
H -1.17 -0.01 2.13
H 0.16 -1.35 3.42
H 1.21 -0.02 -2.30
H 2.56 -0.91 -1.57
H 0.55 0.47 1.97
H 1.05 -1.74 -1.88
H -0.64 -1.52 -0.02
*
```

- Kohn-Sham gap (alpha / beta) (eV) = 11.22 / 7.23
- largest force on an atom (Eh/bohr) = 0.0561
- electronic energy (Eh) = -549.1991
- ΔE to the lowest compared entry with this formula, charge and spin (eV) = 8.331

---

Molecular formula: C41H48CdGeN2P2
Method: DFT, wB97M-V/def2-TZVPD

ORCA input file:
```
! RIJCOSX wB97M-V def2-TZVPD def2/J DEFGRID3
* xyz 1 2
Cd -0.33 -0.37 1.39
Ge -1.25 -2.37 -0.01
P 2.20 0.58 0.55
P -0.85 2.23 0.51
N 0.19 3.35 -1.72
N 2.66 2.10 -1.63
C 1.78 4.78 -4.65
C -2.36 2.70 -0.42
C -1.61 -0.44 -2.20
C 4.41 -0.59 -0.90
C -1.14 0.20 4.32
C 0.75 -6.13 -0.43
C 2.38 2.96 -2.63
C 0.79 -5.52 1.90
C 3.02 4.10 -4.64
C 3.67 1.38 1.31
C 0.84 3.61 2.22
C 1.10 -6.42 0.88
C -1.97 -0.01 -3.47
C 1.75 1.84 -0.73
C 0.84 4.55 -3.68
C 2.95 -2.03 0.52
C -0.56 -0.97 3.76
C -3.12 -2.60 0.57
C -2.24 -0.94 -4.46
C -1.61 3.63 2.75
C -5.05 -3.97 1.04
C -0.72 5.05 0.89
C -1.53 -1.80 -1.90
C -0.25 -4.05 0.28
C 3.33 3.22 -3.64
C 0.47 2.48 -0.77
C -1.82 -2.72 -2.90
C -3.92 -1.46 0.72
C 2.97 -0.84 -0.44
C 0.89 -0.81 3.80
C -5.83 -2.83 1.18
C 0.08 -4.95 -0.72
C -2.16 -2.30 -4.18
C 1.16 0.39 4.37
C -0.11 1.02 4.71
C 1.12 3.62 -2.66
C -5.27 -1.58 1.02
C -3.70 -3.85 0.74
C -0.57 3.72 1.63
C 0.12 -4.35 1.59
C 2.07 -1.12 -1.65
H 1.58 5.49 -5.45
H -0.12 -3.64 2.39
H 0.99 -6.83 -1.22
H 3.42 -2.90 0.05
H -2.10 3.46 -1.16
H -2.53 -0.61 -5.45
H -3.09 -4.74 0.63
H 2.11 -2.18 -1.90
H 1.03 -0.87 -1.45
H 1.63 -7.33 1.12
H -2.63 3.65 2.35
H 3.51 -1.81 1.44
H 3.36 2.17 1.99
H 5.10 -0.53 -0.06
H -0.45 5.86 1.57
H -3.48 -0.47 0.59
H 2.39 -0.55 -2.52
H -1.08 -1.91 3.68
H -1.75 5.22 0.58
H -1.37 0.29 -1.44
H -0.08 5.12 0.02
H 4.22 0.63 1.87
H -2.37 -3.02 -4.95
H 4.49 0.31 -1.49
H -6.89 -2.93 1.41
H -2.77 1.83 -0.92
H 2.13 0.81 4.59
H -0.17 -4.73 -1.75
H -5.49 -4.95 1.17
H -0.11 5.07 -3.67
H -2.20 0.36 4.47
H 3.73 4.28 -5.43
H -1.50 4.47 3.43
H 4.29 1.79 0.51
H 4.27 2.70 -3.62
H -0.21 1.96 5.24
H 4.72 -1.44 -1.52
H 1.06 -5.74 2.92
H -1.49 2.71 3.31
H 1.60 3.76 1.45
H 0.99 2.62 2.68
H -1.79 -3.78 -2.69
H 0.99 4.37 2.99
H 1.93 -2.32 0.79
H -5.88 -0.69 1.12
H -3.10 3.08 0.28
H 1.61 -1.57 3.52
H -2.05 1.05 -3.68
*
```

- Kohn-Sham gap (alpha / beta) (eV) = 7.29 / 5.17
- ⟨S²⟩ = 0.7727
- largest force on an atom (Eh/bohr) = 0.0173
- electronic energy (Eh) = -4627.7688
- ΔE to the lowest compared entry with this formula, charge and spin (eV) = 0.000

---

Molecular formula: C4H3F2N2O5S
Method: DFT, wB97M-V/def2-TZVPD

ORCA input file:
```
! RIJCOSX wB97M-V def2-TZVPD def2/J DEFGRID3
* xyz -1 1
S -1.71 -1.90 -0.14
F 0.83 2.25 0.70
F -1.52 -2.61 -1.55
O -0.84 -2.50 0.79
O 1.98 -0.40 1.76
O 2.89 0.62 -0.04
O 4.15 -0.20 1.65
O -3.09 -1.95 0.18
N -0.59 1.73 -1.02
N -0.25 0.25 0.57
C -1.37 0.65 -1.37
C 0.03 1.45 0.12
C 3.03 0.02 1.09
C -1.13 -0.26 -0.39
H 0.13 -0.21 1.43
H -0.50 2.58 -1.55
H -2.03 0.49 -2.21
*
```

- Kohn-Sham gap (eV) = 3.57
- largest force on an atom (Eh/bohr) = 0.0510
- electronic energy (Eh) = -1237.7916

---

Molecular formula: C2H2N3O
Method: DFT, wB97M-V/def2-TZVPD

ORCA input file:
```
! RIJCOSX wB97M-V def2-TZVPD def2/J DEFGRID3
* xyz 1 1
O -1.53 -1.34 -0.40
N -0.22 -1.26 0.07
N -2.05 1.27 -0.13
N -0.43 -0.15 0.73
C -0.83 1.27 -0.17
C -1.78 -0.27 0.36
H 0.66 -1.85 -0.01
H 0.02 1.81 -0.50
*
```

- Kohn-Sham gap (eV) = 9.97
- largest force on an atom (Eh/bohr) = 0.0551
- electronic energy (Eh) = -316.3433
- ΔE to the lowest compared entry with this formula, charge and spin (eV) = 6.715

---

Molecular formula: C17H16N4O2S
Method: DFT, wB97M-V/def2-TZVPD

ORCA input file:
```
! RIJCOSX wB97M-V def2-TZVPD def2/J DEFGRID3
* xyz 0 1
S -2.57 0.35 1.73
O -0.85 0.00 6.27
O -0.82 0.52 -5.48
N 0.00 0.38 2.14
N 1.37 -2.78 -3.06
N -1.14 0.68 -3.27
N -1.31 0.23 4.11
C 0.85 0.55 -0.15
C -0.17 0.45 0.79
C 2.98 1.72 4.32
C 1.80 -0.71 -4.84
C -0.48 0.20 -4.36
C -1.12 0.32 2.77
C 0.61 -0.78 -4.11
C -1.84 0.53 -0.98
C 0.45 -1.87 -3.25
C 1.49 1.64 4.64
C 2.77 -1.67 -4.64
C 1.05 0.18 4.82
C 2.51 -2.68 -3.72
C 0.53 0.63 -1.49
C -0.81 0.60 -1.91
C -0.40 0.12 5.16
C -1.51 0.46 0.36
H 0.92 2.09 3.82
H 3.70 -1.64 -5.18
H 1.24 -0.37 3.89
H 1.88 0.58 0.18
H 1.31 0.74 -2.22
H 1.28 2.19 5.55
H -0.47 -2.01 -2.70
H -2.28 0.20 4.41
H 3.24 -3.45 -3.52
H 3.57 1.28 5.11
H 1.61 -0.27 5.64
H 1.94 0.10 -5.55
H 3.28 2.76 4.19
H -2.87 0.52 -1.30
H -1.99 1.18 -3.49
H 3.19 1.19 3.39
*
```

- Kohn-Sham gap (eV) = 8.65
- SMILES = CCCC(=O)Nc1nc2ccc(NC(=O)c3cccnc3)cc2s1
- largest force on an atom (Eh/bohr) = 0.0224
- electronic energy (Eh) = -1425.1681
- ΔE to the lowest compared entry with this formula, charge and spin (eV) = 0.064

---

Molecular formula: C12H9BrIN2O3STi
Method: DFT, wB97M-V/def2-TZVPD

ORCA input file:
```
! RIJCOSX wB97M-V def2-TZVPD def2/J DEFGRID3
* xyz 0 2
I -0.27 -1.90 -2.94
Br 2.97 -1.94 -0.63
Ti -0.02 0.29 -0.53
S -0.33 -1.35 1.32
O -0.08 2.14 0.00
O -2.00 -0.04 -0.67
O 1.12 4.00 0.35
N -2.68 -0.84 0.16
N 2.11 0.64 -0.20
C -4.01 -0.88 -0.04
C 0.20 0.20 -2.67
C 4.64 1.69 0.32
C 3.18 -0.13 -0.23
C 3.51 2.51 0.35
C 4.47 0.35 0.03
C -4.19 -2.42 1.77
C 2.29 1.95 0.09
C -2.03 -1.52 1.13
C -2.83 -2.34 1.95
C -4.80 -1.67 0.75
C 1.03 2.82 0.16
H -5.87 -1.70 0.58
H 1.15 0.31 -3.19
H -4.78 -3.05 2.41
H -2.34 -2.91 2.73
H -4.34 -0.26 -0.86
H -0.57 0.70 -3.25
H 5.62 2.09 0.52
H 5.30 -0.34 -0.01
H 3.54 3.57 0.57
*
```

- Kohn-Sham gap (alpha / beta) (eV) = 7.43 / 7.64
- ⟨S²⟩ = 0.7538
- largest force on an atom (Eh/bohr) = 0.0203
- electronic energy (Eh) = -4917.3541

---

Molecular formula: C8H8N3O2S
Method: DFT, wB97M-V/def2-TZVPD

ORCA input file:
```
! RIJCOSX wB97M-V def2-TZVPD def2/J DEFGRID3
* xyz -1 1
S -2.25 -1.71 -4.73
O 1.99 1.67 0.87
O 2.11 -0.44 1.63
N -1.96 -0.28 -0.33
N -2.82 -0.55 -2.37
N -0.61 0.27 -2.18
C -0.92 -0.03 0.52
C 0.56 -0.06 -0.03
C -3.15 -0.81 -3.61
C 0.35 0.53 -1.41
C -1.00 0.17 1.92
C -1.80 -0.24 -1.65
C 2.88 0.06 2.77
C 1.61 0.52 0.84
H 0.83 -1.19 -0.23
H -0.06 0.38 2.49
H 2.81 1.16 2.54
H 1.20 1.05 -1.89
H -4.17 -0.39 -3.94
H -1.93 0.39 2.51
H 3.96 -0.25 2.66
H 2.35 -0.26 3.63
*
```

- Kohn-Sham gap (eV) = 6.76
- SMILES = C=C1N=C(/N=C\[S-])N=C[C@H]1C(=O)OC
- largest force on an atom (Eh/bohr) = 0.0678
- electronic energy (Eh) = -1022.5623
- ΔE to the lowest compared entry with this formula, charge and spin (eV) = 0.000